Formula: C20H54N2O10
Source: the Open Molecules 2025 dataset
Level of theory: wB97M-V/def2-TZVPD

**Calculated total energy**: -45061.5708 eV
**Total charge**: 0
**2S+1**: 1
**Largest force on an atom**: 8.19 eV/A
**Kohn-Sham gap**: 8.8015 eV
**SMILES string**: COCCNCCOC.COCCNCCOC.OCCO.OCCO.CCO.CCO
**ΔE to the lowest compared entry with this formula, charge and spin**: 15.15 kcal per mole

Last column: Löwdin charge in e.
Positions of all 86 atoms, in Å:
C: 1.3360 26.1500 12.0750  -0.07
O: 0.9650 25.4660 13.2900  -0.21
C: 1.8160 24.4090 13.6760  -0.20
C: 1.4720 24.0450 15.1420  -0.18
N: 2.5080 23.3520 15.8640  -0.05
C: 2.1980 23.1210 17.2920  -0.11
C: 2.1990 24.3970 18.0490  -0.40
O: 2.3380 24.3780 19.2980  -0.10
C: 2.1760 25.6750 19.8110  -0.07
H: 2.2690 26.5700 12.2690  0.03
H: 0.7110 26.9700 11.8170  0.08
H: 1.3300 25.5340 11.1520  0.10
H: 2.7670 24.8660 13.6120  0.06
H: 1.8980 23.6360 12.8630  0.14
H: 0.6280 23.3810 15.2240  0.12
H: 1.2300 24.9660 15.6030  0.08
H: 3.2300 23.9700 15.6490  0.03
H: 3.0900 22.5430 17.4760  0.11
H: 1.2970 22.5900 17.3320  0.11
H: 1.2550 24.7500 17.8860  0.10
H: 2.8070 25.0980 17.6430  0.07
H: 2.0540 25.5170 20.8660  0.08
H: 1.1690 26.0990 19.7520  0.11
H: 2.9950 26.3940 19.7210  0.09
C: 5.7970 21.8070 15.1850  -0.07
O: 6.4690 22.8960 14.5720  -0.16
C: 5.5260 23.6830 13.8990  -0.24
C: 6.1390 24.9870 13.6070  -0.22
N: 5.1830 25.8520 12.9720  -0.09
C: 5.7440 27.1720 12.8280  -0.18
C: 4.7430 28.1460 12.1650  -0.32
O: 5.0550 29.3810 12.1100  -0.13
C: 4.7190 30.1760 13.2760  -0.01
H: 6.5070 21.3210 15.6530  0.03
H: 5.3450 21.0950 14.5090  0.10
H: 5.0410 22.2110 15.9120  0.10
H: 4.5540 23.8040 14.5150  0.11
H: 5.1410 23.1880 13.0070  0.13
H: 6.9340 24.9740 12.9440  0.11
H: 6.4930 25.3640 14.5610  0.12
H: 5.0200 25.4840 12.0060  0.15
H: 6.6290 26.9610 12.3020  0.11
H: 5.9400 27.5210 13.8540  0.11
H: 3.8500 28.1760 12.7350  0.08
H: 4.6170 27.6130 11.1970  0.14
H: 5.0430 31.2280 13.1070  0.12
H: 5.0060 29.7830 14.2100  0.06
H: 3.7040 30.1490 13.2450  0.05
C: 8.7190 27.8320 15.3660  -0.13
C: 10.0700 27.4400 15.5480  -0.30
O: 10.0480 26.0140 15.5860  -0.07
H: 8.3190 27.4530 14.4600  0.06
H: 8.5720 28.9400 15.3080  0.11
H: 8.0150 27.5330 16.1170  0.05
H: 10.5140 27.8850 16.4360  0.13
H: 10.5640 27.8630 14.6290  0.14
H: 9.8450 25.7410 14.6860  0.10
C: 5.6350 28.7370 17.1010  -0.11
C: 5.8740 28.0370 18.3140  -0.29
O: 4.8130 27.1250 18.5560  -0.08
H: 6.4040 29.3870 16.7560  0.08
H: 4.7830 29.3350 17.0520  0.07
H: 5.5530 28.0290 16.2950  0.06
H: 6.0430 28.6690 19.1720  0.13
H: 6.7710 27.5110 18.0760  0.09
H: 4.7350 26.4640 17.9010  0.02
C: 6.4210 24.5870 18.6970  -0.23
C: 6.9340 24.9160 17.3190  -0.25
O: 8.2010 25.5000 17.5280  -0.09
O: 5.0870 24.1840 18.4540  -0.06
H: 6.6000 25.4270 19.3900  0.13
H: 7.0520 23.8070 19.1250  0.12
H: 6.2840 25.5690 16.7990  0.08
H: 7.1220 24.0190 16.7900  0.11
H: 8.7920 25.5890 16.7410  0.05
H: 4.4880 24.4730 19.1820  0.09
C: 2.1990 27.4980 16.7020  -0.24
C: 2.9630 27.2030 15.4040  -0.22
O: 3.8430 26.1350 15.6120  -0.09
O: 1.4640 28.6530 16.5420  -0.04
H: 2.8700 27.6940 17.5540  0.11
H: 1.4430 26.7120 16.8490  0.11
H: 3.5310 28.0550 14.9230  0.11
H: 2.2750 26.8730 14.5610  0.12
H: 4.2590 25.9370 14.7480  0.04
H: 1.1560 28.6430 15.6440  0.08